Entry 1:
Density functional theory data (wB97M-V/def2-TZVPD) for a structure of composition C30H27HgN4O2S2.

The total charge is 0. The expectation value of S² is 0.755. The relative energy (zero: lowest compared OMol25 entry of this formula, charge and spin) is 8.69 kJ/mol. The largest force on an atom is 0.44 eV Å⁻¹. As for the multiplicity: 2.

```
66
Properties=species:S:1:pos:R:3:mulliken_charge:R:1
Hg -0.065 -0.158 1.215 0.843
S -0.651 4.298 0.205 -0.208
C 0.956 3.863 -0.179 -0.511
C 1.184 2.540 0.051 -0.556
C 0.048 1.836 0.547 -0.375
C -1.025 2.677 0.673 0.525
C -2.370 2.301 1.134 1.104
C -3.472 3.146 0.999 -1.006
C -4.713 2.697 1.410 -0.528
C -4.832 1.418 1.933 -0.756
C -3.686 0.645 2.024 -0.445
N -2.489 1.074 1.647 -0.010
H 1.646 4.604 -0.549 0.466
H 2.144 2.075 -0.136 0.381
H -3.357 4.132 0.569 0.399
H -5.581 3.337 1.314 0.420
H -5.785 1.026 2.257 0.409
H -3.724 -0.366 2.413 0.451
C 0.870 -1.274 5.217 -1.436
C 1.237 -0.078 4.377 0.852
O 0.429 0.762 4.017 -0.636
N 2.554 0.015 4.046 -0.091
C 3.061 1.072 3.203 -0.530
C 3.729 0.544 1.958 0.451
C 5.001 0.958 1.582 -0.810
C 5.551 0.455 0.413 -0.455
C 4.819 -0.454 -0.333 -0.562
C 3.562 -0.816 0.129 -0.376
N 3.024 -0.328 1.239 0.164
H -0.175 -1.192 5.502 0.310
H 1.493 -1.330 6.111 0.435
H 1.006 -2.179 4.625 0.320
H 3.160 -0.751 4.289 0.227
H 3.755 1.715 3.751 0.310
H 2.197 1.677 2.918 0.201
H 5.546 1.661 2.197 0.386
H 6.539 0.762 0.095 0.411
H 5.211 -0.879 -1.247 0.424
H 2.953 -1.532 -0.413 0.417
N -0.270 -3.209 1.458 -0.590
C -0.008 -2.133 1.973 -0.279
H -0.738 -3.294 0.551 0.284
O -2.276 -1.504 -0.428 -0.349
S -2.582 -1.921 -1.825 0.048
C -1.095 -2.701 -2.456 0.265
C -1.187 -3.982 -2.973 -0.345
C -0.034 -4.624 -3.412 -0.529
C 1.189 -3.982 -3.320 -0.541
C 1.272 -2.697 -2.791 -0.639
C 0.131 -2.051 -2.354 -0.205
C -2.486 -0.432 -2.824 0.091
C -2.725 -0.482 -4.191 -0.506
C -2.643 0.687 -4.928 -0.521
C -2.330 1.888 -4.299 -0.661
C -2.104 1.924 -2.932 -0.295
C -2.191 0.756 -2.184 0.117
H -2.149 -4.475 -3.026 0.411
H -0.095 -5.626 -3.816 0.388
H 2.086 -4.483 -3.659 0.385
H 2.232 -2.202 -2.728 0.500
H 0.178 -1.051 -1.936 0.414
H -2.961 -1.423 -4.674 0.379
H -2.822 0.664 -5.995 0.375
H -2.265 2.797 -4.881 0.395
H -1.855 2.854 -2.437 0.404
H -2.022 0.753 -1.117 0.388
```

Entry 2:
Density functional theory data (wB97M-V/def2-TZVPD) for a structure of composition C20H30Br12F7InNO2S.

The total charge is -1. The total energy comes out at -902344.343 eV. The largest force on an atom is 8.26 eV Å⁻¹.

```
74
Properties=species:S:1:pos:R:3:mulliken_charge:R:1
O 4.151 -5.576 2.514 -0.616
S 3.729 -5.223 1.034 0.601
O 2.509 -6.118 0.628 -0.617
In 5.762 -5.862 -0.363 0.658
C 7.151 -4.017 -0.215 0.110
C 7.481 -3.311 -1.609 -0.248
C 8.407 -1.969 -1.630 -0.315
C 8.851 -1.565 -0.114 -0.309
C 8.398 -2.494 1.113 -0.202
N 7.560 -3.725 1.181 -0.357
C 3.375 -3.382 0.991 0.518
F 3.466 -2.890 2.416 -0.282
F 4.359 -2.579 0.225 -0.233
C 1.874 -2.977 0.472 0.417
F 0.894 -3.611 1.390 -0.245
F 1.750 -1.490 0.571 -0.281
C 1.519 -3.440 -1.060 0.620
F 0.785 -2.285 -1.696 -0.243
F 0.622 -4.619 -1.149 -0.201
F 2.692 -3.710 -1.923 -0.199
H 6.588 -7.341 0.292 -0.256
H 5.204 -6.130 -2.053 -0.330
H 7.061 -3.751 -2.614 0.240
H 8.658 -1.385 -2.613 0.281
H 9.500 -0.599 0.074 0.250
H 8.801 -2.143 2.183 0.231
Br -0.116 1.514 -3.613 -0.163
C 0.042 1.039 -1.728 -0.602
C 0.028 2.269 -0.851 -0.154
Br 1.745 3.193 -0.904 -0.148
H 0.951 0.441 -1.624 0.425
H -0.828 0.408 -1.521 0.293
H -0.114 1.992 0.198 0.089
H -0.735 2.998 -1.137 0.278
Br -4.111 1.978 -1.511 -0.084
C -4.938 2.853 -3.045 -0.593
C -3.944 3.043 -4.168 -0.279
Br -2.736 4.528 -3.797 -0.130
H -5.370 3.790 -2.684 0.450
H -5.745 2.181 -3.354 0.257
H -4.458 3.318 -5.094 0.364
H -3.322 2.163 -4.350 0.006
Br -2.186 2.330 1.801 -0.107
C -1.993 4.031 2.735 -0.176
C -2.245 5.197 1.807 -0.625
Br -0.717 5.509 0.636 -0.152
H -0.996 4.038 3.182 0.092
H -2.743 4.004 3.532 0.239
H -2.361 6.124 2.377 0.386
H -3.118 5.059 1.164 0.367
Br -1.384 3.792 6.010 -0.126
C 0.017 2.435 6.047 -0.604
C 1.378 3.059 6.248 -0.523
Br 2.027 3.882 4.603 -0.129
H -0.067 1.864 5.119 0.334
H -0.239 1.787 6.892 0.368
H 2.119 2.294 6.496 0.347
H 1.391 3.834 7.020 0.349
Br -8.253 -0.167 2.671 -0.165
C -6.813 0.792 1.769 -0.584
C -5.516 0.680 2.536 -0.025
Br -5.512 1.857 4.090 -0.140
H -7.151 1.823 1.634 0.371
H -6.724 0.312 0.789 0.317
H -4.676 1.016 1.921 -0.239
H -5.313 -0.331 2.900 0.416
Br -6.592 -0.418 -5.400 -0.160
C -5.191 -1.775 -5.363 -0.513
C -3.830 -1.151 -5.162 -0.420
Br -3.181 -0.329 -6.807 -0.108
H -5.275 -2.346 -6.291 0.385
H -5.447 -2.423 -4.518 0.353
H -3.089 -1.916 -4.914 0.355
H -3.817 -0.376 -4.390 0.118
```

Entry 3:
Density functional theory data (wB97M-V/def2-TZVPD) for a cluster of 14 separate species, C45H125N7O14 in total.

The total charge is +1. The total energy comes out at -87768.919 eV. The expectation value of S² is 0.756. The largest force on an atom is 5.05 eV Å⁻¹. As for the multiplicity: 2.

```
191
Properties=species:S:1:pos:R:3:mulliken_charge:R:1
C -2.844 4.489 17.932 -0.687
C -3.990 3.512 18.378 0.134
C -5.161 3.680 17.429 -0.982
O -3.507 2.189 18.417 -0.575
H -1.957 4.559 18.561 0.242
H -3.248 5.496 17.827 0.129
H -2.418 4.212 16.968 0.240
H -4.269 3.777 19.398 0.360
H -5.579 4.662 17.649 0.213
H -5.886 2.914 17.705 0.391
H -4.941 3.563 16.367 0.208
H -3.189 2.012 17.528 0.363
C 0.394 7.242 9.425 -0.169
C 1.149 7.512 8.102 -0.030
C 0.447 8.216 7.007 -1.580
O 2.465 8.106 8.251 -0.524
H -0.520 6.712 9.158 0.420
H 0.270 8.079 10.112 0.110
H 0.988 6.516 9.981 -0.168
H 1.311 6.535 7.647 0.601
H -0.532 7.763 6.851 0.332
H 0.913 8.164 6.023 0.372
H 0.121 9.239 7.194 0.322
H 3.011 7.445 8.684 0.297
C -5.369 1.539 9.698 -1.214
C -4.904 1.801 11.167 0.184
C -3.577 2.623 11.046 -0.942
O -5.805 2.556 11.797 -0.464
H -5.279 2.427 9.073 0.087
H -6.432 1.298 9.675 0.367
H -4.868 0.775 9.104 0.412
H -4.808 0.834 11.662 0.527
H -3.208 2.939 12.021 0.200
H -3.672 3.470 10.366 0.030
H -2.825 2.073 10.480 0.496
H -6.394 1.947 12.248 0.288
C -5.693 5.500 13.499 -1.140
C -6.440 6.006 12.295 0.614
C -6.363 7.551 12.166 -1.431
O -5.927 5.449 11.143 -0.133
H -6.097 5.987 14.386 0.451
H -4.610 5.619 13.508 0.015
H -5.785 4.438 13.727 0.326
H -7.467 5.676 12.449 0.235
H -5.290 7.714 12.066 0.082
H -6.624 8.014 13.118 0.591
H -6.971 7.827 11.305 0.382
H -5.959 4.489 11.135 0.025
C -0.699 14.073 13.681 -0.959
C 0.807 14.479 13.685 1.118
C 1.468 14.628 12.377 -1.506
O 1.048 15.707 14.357 -0.591
H -1.030 14.218 12.653 0.565
H -1.381 14.734 14.217 0.387
H -0.865 13.019 13.905 -0.270
H 1.461 13.810 14.245 -0.123
H 1.112 15.485 11.805 0.403
H 1.375 13.766 11.716 0.236
H 2.553 14.730 12.377 0.430
H 0.392 16.320 14.017 0.333
C -4.586 7.858 8.319 -1.053
C -5.721 7.046 7.730 0.014
C -5.394 5.644 7.212 0.164
O -4.441 5.791 6.109 -0.424
C -3.518 4.661 5.903 -0.554
N -6.699 6.915 8.788 -0.724
H -4.094 7.256 9.084 0.039
H -4.741 8.854 8.732 0.464
H -4.047 7.971 7.378 0.335
H -6.183 7.556 6.884 0.491
H -6.284 5.113 6.875 0.420
H -4.932 5.210 8.100 -0.444
H -4.097 3.752 6.066 0.293
H -2.875 4.800 6.772 0.140
H -2.895 4.869 5.033 0.262
H -6.812 7.879 9.070 0.345
H -6.275 6.402 9.547 0.264
C 1.122 4.922 12.874 -0.222
C 2.160 3.921 12.370 0.183
C 1.884 2.434 12.694 -1.154
O 0.549 2.174 12.174 -0.203
C 0.162 0.808 12.416 -0.722
N 2.286 4.116 10.899 -0.703
H 0.129 4.560 12.606 0.110
H 1.218 5.973 12.601 0.139
H 1.244 4.869 13.956 -0.029
H 3.104 4.113 12.880 0.456
H 2.089 2.307 13.757 0.404
H 2.618 1.772 12.233 0.489
H -0.757 0.736 11.835 0.106
H -0.079 0.621 13.463 0.315
H 0.944 0.151 12.036 0.334
H 2.654 5.054 10.832 0.203
H 1.323 4.030 10.606 0.353
C 2.206 9.720 11.990 -1.492
C 2.490 10.619 10.766 0.961
C 3.888 10.413 10.111 -0.697
O 4.739 9.686 10.994 -0.316
C 6.074 9.719 10.546 -0.829
N 1.456 10.380 9.698 -0.650
H 1.267 9.911 12.509 0.298
H 2.960 9.806 12.773 0.521
H 2.269 8.640 11.853 0.304
H 2.297 11.605 11.187 -0.058
H 4.334 11.382 9.887 0.440
H 3.915 9.847 9.180 0.345
H 6.623 9.188 11.324 0.252
H 6.416 10.752 10.488 0.341
H 6.342 9.105 9.686 0.295
H 1.787 10.952 8.934 0.332
H 1.547 9.460 9.290 -0.117
C 0.709 15.302 18.917 -1.332
C 1.721 14.319 18.207 0.074
C 0.981 13.071 17.638 -0.272
O 1.952 12.287 16.962 -0.504
C 1.397 11.295 16.076 -0.046
N 2.330 15.179 17.210 -0.725
H 0.106 15.821 18.172 0.318
H 1.219 16.063 19.506 0.347
H 0.004 14.953 19.672 0.366
H 2.563 13.995 18.817 0.369
H 0.215 13.394 16.932 0.148
H 0.480 12.518 18.433 0.380
H 2.176 10.949 15.397 0.523
H 0.559 11.675 15.492 -0.093
H 1.012 10.469 16.675 -0.089
H 2.768 14.618 16.493 0.281
H 1.629 15.502 16.559 0.247
C 2.658 9.371 19.330 -1.567
C 1.704 8.197 18.902 0.258
C 2.447 7.478 17.639 -0.417
O 2.126 6.159 17.476 -0.367
C 0.688 5.994 17.220 -0.542
N 1.614 7.447 20.118 -0.351
H 2.355 9.846 20.264 0.441
H 2.662 10.065 18.490 0.297
H 3.643 8.976 19.579 0.536
H 0.728 8.479 18.506 0.364
H 3.518 7.577 17.818 0.422
H 2.295 7.995 16.692 0.400
H 0.388 6.597 16.363 0.043
H 0.043 6.201 18.074 0.359
H 0.402 4.957 17.045 0.476
H 2.539 7.468 20.523 0.345
H 1.570 6.460 19.906 0.316
C -2.271 7.773 15.855 -1.845
C -1.506 8.416 14.703 0.911
C -1.934 7.973 13.308 0.077
O -1.891 6.524 13.297 0.133
C -2.071 5.986 11.971 -0.272
N -1.709 9.853 14.819 -0.024
H -2.300 8.251 16.834 0.379
H -1.976 6.749 16.089 -0.025
H -3.278 7.851 15.445 0.418
H -0.448 8.152 14.682 0.336
H -1.147 8.332 12.644 0.046
H -2.938 8.302 13.041 -0.029
H -2.196 4.910 12.096 0.064
H -1.158 6.110 11.390 -0.191
H -2.962 6.225 11.390 0.119
H -1.186 10.443 14.188 0.074
H -2.676 9.972 14.549 -0.201
C -6.144 11.163 15.707 -1.221
C -5.542 12.446 15.176 1.186
C -5.261 12.463 13.661 -1.221
O -4.251 11.521 13.480 -0.008
C -3.801 11.461 12.089 -0.817
N -6.473 13.490 15.555 -0.813
H -6.409 11.133 16.764 0.426
H -5.435 10.350 15.548 -0.109
H -7.031 10.987 15.099 0.495
H -4.552 12.583 15.611 -0.103
H -4.867 13.459 13.456 0.368
H -6.114 12.408 12.985 0.437
H -4.653 11.398 11.413 0.371
H -3.115 10.633 11.913 0.137
H -3.202 12.316 11.773 0.279
H -6.825 13.512 16.501 0.281
H -7.327 13.312 15.047 0.288
C -3.682 11.044 18.100 -0.088
O -4.465 11.149 19.246 -0.553
H -2.643 10.969 18.418 0.282
H -3.991 10.123 17.605 -0.190
H -3.770 12.034 17.653 0.274
H -3.831 11.532 19.858 0.303
C -5.462 7.936 18.707 -0.327
O -6.434 8.989 18.649 -0.603
H -5.972 6.986 18.870 0.322
H -5.074 7.983 17.689 -0.011
H -4.729 8.168 19.480 0.309
H -5.956 9.754 18.977 0.281
```

Entry 4:
Density functional theory data (wB97M-V/def2-TZVPD) for a structure of composition C14H19ClLaO.

The total charge is -1. The total energy comes out at -30260.916 eV. The largest force on an atom is 2.64 eV Å⁻¹.

```
36
Properties=species:S:1:pos:R:3:mulliken_charge:R:1
C -1.587 2.748 1.279 -0.579
C -2.691 2.275 0.504 -0.530
C -2.282 2.228 -0.868 -0.569
H -3.682 2.018 0.890 0.427
C -0.932 2.683 -0.936 -0.579
C -0.504 3.011 0.387 -0.387
H 0.449 3.470 0.652 0.444
H -1.588 2.943 2.353 0.372
H -2.901 1.928 -1.711 0.491
H -0.351 2.845 -1.851 0.371
La -0.910 0.127 0.319 1.309
Cl -1.035 -0.773 2.737 -0.662
C -1.315 -2.836 -0.929 -0.383
C -0.857 -2.041 -2.028 -0.449
C -1.892 -1.113 -2.360 -0.585
H 0.095 -2.162 -2.548 0.372
C -2.977 -1.312 -1.449 -0.573
C -2.614 -2.364 -0.555 -0.654
H -3.231 -2.779 0.248 0.392
H -0.799 -3.701 -0.502 0.372
H -1.877 -0.413 -3.194 0.407
H -3.926 -0.776 -1.452 0.413
C 2.216 -1.831 0.886 -1.474
C 2.331 -0.331 0.596 1.908
C 2.408 0.557 1.844 -1.454
C 3.599 -0.096 -0.209 -1.820
O 1.201 0.065 -0.164 -0.716
H 3.111 -2.206 1.395 0.404
H 2.112 -2.364 -0.073 0.317
H 1.349 -2.055 1.526 0.283
H 3.244 0.254 2.485 0.386
H 2.571 1.598 1.521 0.303
H 1.481 0.504 2.442 0.266
H 3.577 -0.644 -1.159 0.389
H 3.730 0.970 -0.441 0.391
H 4.477 -0.429 0.363 0.393
```

> Number 1 is which compound?

C30H27HgN4O2S2

> Which value of largest force on an atom does entry 4 give?

2.64 eV Å⁻¹